{
  "formula": "O8S2",
  "method": "ωB97M-V/def2-TZVPD",
  "e_lumo_ev": [6.201, 6.223],
  "charge": -2,
  "species": ["O", "S", "O", "S", "O", "O", "O", "O", "O", "O"],
  "coordinates": [[1.232, -1.180, 0.325], [-1.642, 0.000, 0.512], [3.052, 0.000, -0.991], [1.641, 0.000, -0.509], [-1.395, 0.000, 2.079], [-1.228, 1.182, -0.323], [1.232, 1.180, 0.325], [1.395, 0.000, -2.072], [-3.056, 0.000, 0.982], [-1.228, -1.182, -0.323]],
  "nbo_charge": [-0.97, 2.44, -0.83, 2.45, -0.67, -0.97, -0.97, -0.68, -0.83, -0.97]
}